1) 12
Properties=species:S:1:pos:R:3:lowdin_charge:R:1 method="wB97M-V/def2-TZVPD" e_lumo_ev=0.91
C 1.206 1.048 -0.019 -0.0296
C 0.889 -0.428 -0.166 -0.4674
C -0.510 -0.809 -0.480 -0.2364
C -1.489 -0.480 0.535 -0.1037
H 0.246 1.756 0.358 0.1400
H 1.460 1.463 -1.096 0.1202
H 2.119 1.092 0.761 0.1242
H -0.730 -1.624 -1.225 0.1758
H -2.378 -1.126 0.505 0.1233
H -1.187 0.056 1.461 0.1348
O 1.701 -1.299 -0.032 0.0921
O -1.327 0.351 -0.601 -0.0733

***

2) 12
Properties=species:S:1:pos:R:3:lowdin_charge:R:1 method="wB97M-V/def2-TZVPD" e_lumo_ev=-0.51
O 2.257 -0.739 -0.261 0.1346
C 1.031 -0.643 -0.661 0.0348
C -0.810 0.061 1.045 -0.0552
C -1.353 0.268 -0.351 -0.0681
C 0.129 0.352 -0.112 -0.6722
O 0.933 1.410 -0.292 -0.1070
H 2.382 0.052 0.320 0.1548
H 0.812 -1.312 -1.498 0.1586
H -0.870 -0.933 1.484 0.0990
H -0.916 0.883 1.748 0.1090
H -1.848 1.210 -0.566 0.1096
H -1.763 -0.596 -0.873 0.1020

***

In order of decreasing stability: 1), 2).

***

1) 12
Properties=species:S:1:pos:R:3:lowdin_charge:R:1 method="wB97M-V/def2-TZVPD" e_lumo_ev=0.98
C 1.028 -0.277 0.518 -0.0520
C 0.076 -0.508 -0.641 -0.1755
C -0.386 -0.567 0.824 -0.3221
O -1.213 0.400 1.360 0.0120
C -0.345 0.684 -1.406 -0.2319
O -0.211 1.822 -1.003 0.0398
H 1.339 0.763 0.612 0.1172
H -0.700 1.216 1.386 0.0963
H 1.794 -1.013 0.735 0.1097
H 0.116 -1.449 -1.182 0.1317
H -0.662 -1.557 1.175 0.1491
H -0.836 0.485 -2.379 0.1258

***

2) 12
Properties=species:S:1:pos:R:3:lowdin_charge:R:1 method="wB97M-V/def2-TZVPD" e_lumo_ev=0.85
C -0.965 -1.029 -0.110 0.0087
C 0.073 0.060 0.115 -0.4638
C -0.236 1.486 -0.005 -0.0724
O -0.154 0.858 1.269 -0.0212
C 1.522 -0.355 -0.034 -0.1789
O 2.137 -0.268 -1.069 0.0795
H -1.332 -1.353 0.870 0.0929
H -1.813 -0.663 -0.698 0.0863
H -0.544 -1.898 -0.628 0.0868
H 0.557 2.201 -0.223 0.1224
H -1.238 1.782 -0.314 0.1198
H 1.990 -0.754 0.890 0.1400

***

In order of decreasing stability: 1), 2).

***

1) 12
Properties=species:S:1:pos:R:3:lowdin_charge:R:1 method="wB97M-V/def2-TZVPD" e_lumo_ev=0.89
O -1.610 -0.425 -0.732 0.0288
C -0.470 -0.119 -0.011 -0.4009
C 0.006 1.316 -0.070 -0.0012
C 0.926 0.240 -0.496 -0.2229
O 1.535 -0.426 0.598 -0.0611
C 0.313 -1.152 0.814 -0.0885
H -2.264 0.232 -0.456 0.1072
H -0.423 1.758 -0.975 0.1224
H 0.133 2.026 0.742 0.1110
H 1.326 0.059 -1.484 0.1549
H 0.147 -1.455 1.855 0.1196
H 0.365 -2.064 0.195 0.1307

***

2) 12
Properties=species:S:1:pos:R:3:lowdin_charge:R:1 method="wB97M-V/def2-TZVPD" e_lumo_ev=0.73
C 0.713 -1.002 -0.970 -0.0313
C 0.825 0.312 -0.236 -0.2970
O -0.045 1.322 -0.696 0.0005
C -0.197 0.912 0.654 -0.2123
C -1.460 0.206 1.036 -0.1892
O -2.019 0.460 2.082 0.0621
H 1.621 -1.584 -0.823 0.0771
H -0.147 -1.627 -0.704 0.0731
H 0.626 -0.758 -2.036 0.0919
H 1.847 0.658 -0.040 0.1445
H 0.089 1.664 1.391 0.1509
H -1.853 -0.563 0.342 0.1295

***

3) 12
Properties=species:S:1:pos:R:3:lowdin_charge:R:1 method="wB97M-V/def2-TZVPD" e_lumo_ev=0.13
C -1.857 -0.244 0.931 -0.0915
C -0.419 0.043 0.645 -0.1670
C -0.096 0.428 -0.573 -0.2854
O 0.044 0.679 -1.711 0.1670
C 2.183 0.009 -0.145 -0.1746
O 2.578 0.495 0.884 0.0280
H -2.351 0.641 1.335 0.0747
H -2.375 -0.568 0.024 0.0826
H -1.915 -1.049 1.667 0.0770
H 1.293 -0.673 -0.114 0.0724
H 0.318 0.051 1.445 0.1110
H 2.638 0.185 -1.135 0.1059

***

4) 12
Properties=species:S:1:pos:R:3:lowdin_charge:R:1 method="wB97M-V/def2-TZVPD" e_lumo_ev=0.10
O -2.062 -0.308 -1.075 0.0912
C -0.990 -0.122 -0.541 -0.3823
C 0.288 -0.808 -0.904 -0.0877
C 1.445 -0.211 -0.604 0.0488
O 0.163 0.344 1.595 -0.0883
C -0.841 0.782 0.700 -0.1869
H 0.240 -1.818 -1.303 0.1129
H 0.275 -0.603 1.432 0.0829
H 2.402 -0.717 -0.568 0.0769
H 1.463 0.833 -0.308 0.0762
H -0.581 1.795 0.361 0.1314
H -1.804 0.832 1.214 0.1249

***

In order of decreasing stability: 4), 2), 3), 1).

***

1) 16
Properties=species:S:1:pos:R:3:lowdin_charge:R:1 method="wB97M-V/def2-TZVPD" e_lumo_ev=0.63
C -0.261 0.404 -2.749 -0.0637
N -0.282 -0.066 -1.381 0.0284
C -1.271 0.110 -0.479 -0.6011
O -1.853 1.335 -0.549 0.1016
O -1.646 -0.719 0.328 0.0607
H -0.739 -0.287 -3.439 0.0819
H 0.759 0.591 -3.072 0.0826
H -0.788 1.360 -2.787 0.0842
H 0.352 -0.810 -1.127 0.1060
H -2.294 1.472 0.299 0.1214
H 1.033 -3.099 0.621 0.0455
H -0.173 -2.105 0.640 0.0196
O 0.748 -2.217 0.353 -0.0669
H 3.178 1.964 4.088 0.0333
H 3.205 0.446 3.943 0.0382
O 3.644 1.253 3.627 -0.0716

***

2) 16
Properties=species:S:1:pos:R:3:lowdin_charge:R:1 method="wB97M-V/def2-TZVPD" e_lumo_ev=0.72
C -1.600 1.549 0.107 -0.0895
N -0.612 2.549 0.364 0.0208
C -0.736 3.515 1.309 -0.6207
O -1.575 3.156 2.334 0.0857
O -0.176 4.582 1.283 0.0813
H -2.619 1.922 0.214 0.0888
H -1.518 0.660 0.731 0.0838
H -1.506 1.224 -0.924 0.0843
H 0.045 2.839 -0.341 0.1442
H -1.157 3.586 3.096 0.1213
H 5.633 -2.623 -3.214 0.0280
H 4.856 -3.985 -3.283 0.0321
O 4.811 -3.043 -3.471 -0.0601
H -1.915 -4.879 0.671 0.0316
H -0.900 -5.867 0.227 0.0325
O -1.029 -5.185 0.898 -0.0641

***

In order of decreasing stability: 1), 2).

***

1) 10
Properties=species:S:1:pos:R:3:lowdin_charge:R:1 method="wB97M-V/def2-TZVPD" e_lumo_ev=0.62
C 0.501 0.474 0.528 -0.6920
C -0.704 0.550 -0.401 -0.6807
C -0.593 -0.589 0.536 -0.7129
H 1.781 -0.419 -1.163 -0.1600
H 0.399 1.145 1.349 0.0888
H -1.518 1.248 -0.172 0.1075
H -1.219 -0.610 1.405 0.0862
S 2.127 0.130 0.006 0.7562
Cl -0.470 0.345 -2.150 0.6090
Cl -0.305 -2.273 0.063 0.5979

***

2) 10
Properties=species:S:1:pos:R:3:lowdin_charge:R:1 method="wB97M-V/def2-TZVPD" e_lumo_ev="-0.35 / 0.07"
C -1.038 -0.794 -0.200 -0.6991
C -1.079 0.263 0.826 -0.1848
C 1.558 0.059 -0.944 -1.0902
S -1.858 -1.890 -0.907 0.7486
Cl 2.304 -0.474 0.568 0.5023
Cl 1.430 1.681 -1.118 0.6264
H -1.039 1.238 0.561 0.0353
H -0.317 0.214 1.505 0.0251
H -1.913 0.133 1.460 0.0679
H 1.953 -0.430 -1.751 -0.0315

***

In order of decreasing stability: 1), 2).

***

1) 100
Properties=species:S:1:pos:R:3:lowdin_charge:R:1 method="wB97M-V/def2-TZVPD" e_lumo_ev=0.23
C 8.479 -1.787 -1.153 -0.0293
C 8.917 -2.137 -2.554 -0.5186
O 9.624 -1.397 -3.177 0.0801
C 8.251 -3.351 -3.111 -0.0298
H 8.959 -0.840 -0.905 0.0825
H 8.649 -2.579 -0.423 0.0821
H 7.407 -1.591 -1.133 0.0854
H 7.293 -3.165 -3.596 0.0913
H 8.109 -4.038 -2.276 0.0740
H 8.807 -3.948 -3.834 0.0820
C -3.479 0.257 6.189 -0.0208
C -2.337 -0.579 6.647 -0.5327
O -1.445 -0.825 5.895 0.0768
C -2.234 -1.064 8.066 -0.0230
H -3.440 1.182 6.765 0.0921
H -4.427 -0.270 6.300 0.0799
H -3.461 0.495 5.126 0.0848
H -3.243 -1.210 8.453 0.0726
H -1.711 -0.511 8.845 0.0854
H -1.798 -2.060 7.984 0.0840
C 0.027 3.765 6.647 -0.0176
C -0.843 4.805 7.388 -0.4689
O -2.059 4.918 7.187 0.0359
C -0.226 5.566 8.505 -0.0406
H -0.455 3.429 5.729 0.0780
H 0.215 2.883 7.259 0.0818
H 0.939 4.283 6.350 0.0776
H 0.449 4.939 9.088 0.0839
H -1.000 5.985 9.147 0.0833
H 0.297 6.457 8.157 0.0872
C -5.464 -1.932 -3.773 -0.0271
C -4.073 -1.506 -4.113 -0.4842
O -3.878 -0.526 -4.808 0.0534
C -2.903 -2.200 -3.409 -0.0202
H -5.519 -2.734 -3.037 0.0688
H -5.747 -2.567 -4.612 0.0902
H -6.146 -1.129 -3.495 0.0910
H -3.038 -2.775 -2.493 0.0710
H -2.197 -1.394 -3.205 0.0772
H -2.370 -2.947 -3.997 0.0795
C 4.717 1.430 -6.981 -0.0249
C 5.578 0.240 -6.673 -0.4744
O 5.315 -0.564 -5.754 0.0242
C 6.717 -0.028 -7.631 -0.0295
H 3.871 1.121 -7.595 0.0919
H 5.373 2.111 -7.523 0.0750
H 4.376 1.832 -6.027 0.0858
H 7.278 0.863 -7.915 0.0790
H 6.243 -0.408 -8.536 0.0896
H 7.373 -0.821 -7.273 0.0836
C 0.716 0.534 0.590 -0.0191
C 2.132 0.082 0.615 -0.5183
O 2.814 0.390 1.568 0.0538
C 2.747 -0.777 -0.453 -0.0121
H 0.342 0.361 1.599 0.0875
H 0.121 -0.159 -0.006 0.0679
H 0.468 1.565 0.340 0.0920
H 3.267 -0.160 -1.186 0.0937
H 1.883 -1.245 -0.923 0.0661
H 3.278 -1.515 0.148 0.0855
C -3.838 4.999 -0.796 -0.0223
C -3.969 3.767 0.086 -0.4665
O -4.015 3.840 1.320 0.0339
C -4.167 2.437 -0.641 -0.0225
H -3.457 4.538 -1.707 0.0652
H -3.184 5.779 -0.404 0.0860
H -4.850 5.349 -1.000 0.0900
H -4.500 2.648 -1.658 0.0745
H -4.898 1.942 -0.002 0.0793
H -3.359 1.708 -0.586 0.0835
C -5.614 -3.951 1.617 -0.0295
C -5.430 -2.453 1.862 -0.4427
O -4.390 -1.917 1.417 0.0196
C -6.582 -1.618 2.341 -0.0239
H -5.082 -4.521 2.379 0.0842
H -5.213 -4.212 0.638 0.0771
H -6.622 -4.364 1.621 0.0715
H -6.398 -1.016 3.231 0.0826
H -7.320 -2.339 2.691 0.0680
H -7.045 -1.009 1.565 0.0922
C 0.866 -3.819 2.789 -0.0324
C 0.995 -5.154 2.216 -0.5544
O 1.412 -6.060 2.852 0.0989
C 0.857 -5.232 0.722 -0.0230
H -0.084 -3.317 2.605 0.0862
H 1.698 -3.177 2.501 0.0933
H 0.873 -3.786 3.879 0.0879
H 0.454 -6.216 0.479 0.0810
H 1.833 -5.115 0.251 0.0923
H 0.082 -4.551 0.369 0.0741
C 0.493 2.062 -5.103 -0.0224
C 0.448 3.404 -4.401 -0.4844
O 0.728 3.360 -3.219 0.0447
C 0.117 4.695 -5.118 -0.0240
H 1.179 1.373 -4.609 0.0858
H 0.594 2.238 -6.174 0.0725
H -0.498 1.608 -5.119 0.0820
H -0.124 5.573 -4.519 0.0793
H -0.608 4.673 -5.932 0.0805
H 1.081 5.080 -5.449 0.0858

***

2) 100
Properties=species:S:1:pos:R:3:lowdin_charge:R:1 method="wB97M-V/def2-TZVPD" e_lumo_ev=0.27
C 19.351 25.352 -11.630 -0.0146
C 20.499 24.568 -11.069 -0.4938
O 21.638 25.027 -11.079 0.0422
C 20.151 23.178 -10.636 -0.0123
H 19.745 25.919 -12.473 0.0917
H 18.982 25.987 -10.824 0.0849
H 18.558 24.689 -11.977 0.0710
H 19.299 22.759 -11.171 0.0892
H 19.751 23.308 -9.630 0.0675
H 21.057 22.577 -10.562 0.0735
C 12.322 24.512 -13.301 -0.0313
C 13.683 25.066 -13.717 -0.4475
O 13.901 25.245 -14.925 0.0382
C 14.679 25.301 -12.588 -0.0186
H 12.230 23.532 -13.770 0.0752
H 11.545 25.200 -13.632 0.0852
H 12.192 24.353 -12.231 0.0512
H 14.117 25.843 -11.827 0.0820
H 15.524 25.821 -13.039 0.0775
H 15.181 24.418 -12.189 0.0635
C 16.894 23.785 -6.890 -0.0192
C 16.875 23.144 -8.222 -0.4934
O 17.800 22.390 -8.541 0.0182
C 15.802 23.487 -9.162 -0.0139
H 16.074 23.612 -6.193 0.0774
H 16.987 24.863 -7.019 0.0781
H 17.780 23.425 -6.365 0.0887
H 15.584 24.546 -9.021 0.0864
H 14.957 22.877 -8.843 0.0797
H 16.042 23.267 -10.202 0.0851
C 22.721 21.022 -8.630 -0.0184
C 21.514 20.204 -8.275 -0.4773
O 21.363 19.001 -8.568 0.0346
C 20.508 20.796 -7.362 -0.0345
H 22.405 21.980 -9.043 0.0611
H 23.306 20.512 -9.395 0.0867
H 23.357 21.107 -7.748 0.0919
H 20.018 21.677 -7.778 0.0522
H 20.966 20.896 -6.379 0.0931
H 19.666 20.128 -7.182 0.0808
C 20.131 26.124 -6.314 -0.0174
C 20.181 26.904 -7.583 -0.4984
O 19.214 27.497 -8.011 0.0490
C 21.492 27.097 -8.303 -0.0221
H 19.157 26.160 -5.828 0.0755
H 20.845 26.500 -5.582 0.0892
H 20.357 25.071 -6.480 0.0843
H 21.362 27.625 -9.248 0.0873
H 22.051 26.174 -8.450 0.0785
H 22.138 27.695 -7.661 0.0852
C 16.033 19.746 -8.822 -0.0042
C 14.746 19.088 -9.212 -0.4758
O 14.550 18.717 -10.325 0.0719
C 13.809 18.553 -8.072 -0.0046
H 16.471 19.566 -7.840 0.0736
H 15.907 20.818 -8.974 0.0589
H 16.790 19.409 -9.530 0.0981
H 13.038 19.288 -7.842 0.0625
H 14.332 18.316 -7.146 0.0623
H 13.259 17.682 -8.429 0.0784
C 13.013 20.736 -12.850 -0.0201
C 12.918 21.372 -11.463 -0.4464
O 13.453 22.460 -11.273 0.0265
C 12.039 20.644 -10.478 -0.0199
H 13.623 21.325 -13.534 0.0795
H 12.073 20.726 -13.402 0.0849
H 13.328 19.696 -12.764 0.0790
H 12.372 20.875 -9.466 0.0568
H 12.060 19.585 -10.737 0.0823
H 10.996 20.960 -10.455 0.0887
C 16.397 28.565 -6.609 -0.0283
C 15.184 27.680 -6.710 -0.4554
O 15.165 26.581 -6.127 0.0275
C 13.994 28.252 -7.431 -0.0246
H 16.251 29.493 -6.056 0.0895
H 16.694 28.914 -7.598 0.0866
H 17.192 27.991 -6.133 0.0686
H 13.968 27.870 -8.451 0.0869
H 14.090 29.338 -7.455 0.0779
H 13.095 28.077 -6.840 0.0848
C 10.782 23.559 -8.453 -0.0124
C 12.094 23.482 -7.697 -0.4464
O 12.586 22.404 -7.343 0.0221
C 12.878 24.768 -7.468 -0.0267
H 10.906 24.040 -9.423 0.0849
H 10.023 24.160 -7.952 0.0852
H 10.492 22.510 -8.503 0.0732
H 13.608 24.575 -6.682 0.0700
H 12.230 25.560 -7.093 0.0784
H 13.380 25.214 -8.327 0.0739
C 14.771 20.252 -3.217 -0.0293
C 15.479 21.250 -4.019 -0.4742
O 16.071 22.199 -3.520 0.0549
C 15.603 21.003 -5.542 -0.0132
H 13.782 20.602 -2.924 0.0951
H 15.240 20.084 -2.248 0.0918
H 14.654 19.292 -3.721 0.0782
H 14.799 21.532 -6.053 0.0760
H 15.473 19.938 -5.733 0.0558
H 16.597 21.370 -5.799 0.0733

***

In order of decreasing stability: 2), 1).